(1)
6 unconnected molecules or ions with the total composition C40H47FN6O14S in a non-equilibrium geometry, computed with ωB97M-V/def2-TZVPD.

XYZ file:
```
109
Properties=species:S:1:pos:R:3
C 4.07477 -1.85893 -0.52193
O 4.72942 -0.67035 -0.11558
C 3.85345 0.44335 -0.04779
C 3.63605 1.15474 -1.42960
C 2.42001 0.50515 -2.15699
C 1.50566 1.50978 -2.90385
C 0.98254 2.70904 -2.04672
C 0.77547 2.41998 -0.52877
C -0.59796 2.99946 -0.03502
C -1.80944 2.23487 -0.62112
C -1.76254 0.71643 -0.38288
N -2.91477 -0.00795 -1.05713
O -3.17026 0.51111 -2.32633
S -2.41309 -1.65740 -1.31563
O -3.48460 -2.34783 -2.04083
O -2.07010 -2.29651 -0.04168
F -1.13093 -1.64078 -2.31288
H 3.97470 -1.87238 -1.62710
H 3.06046 -1.96732 -0.10405
H 4.73324 -2.70126 -0.26939
H 4.27176 1.17994 0.66118
H 2.89656 0.10680 0.39131
H 4.53288 1.03664 -2.04985
H 3.42594 2.20744 -1.18219
H 1.78570 -0.05454 -1.44442
H 2.76280 -0.25511 -2.88150
H 2.12032 1.94871 -3.71485
H 0.67818 0.99950 -3.42845
H 1.59821 3.60621 -2.21370
H -0.00984 2.97204 -2.45893
H 1.58432 2.93720 0.01417
H 0.76806 1.35298 -0.27262
H -0.58473 3.03238 1.06320
H -0.64223 4.03443 -0.41567
H -1.91621 2.53056 -1.67399
H -2.71286 2.60466 -0.10255
H -0.82771 0.23190 -0.71212
H -1.88094 0.51914 0.69338
H -2.31907 0.59395 -2.79022
O -4.04347 5.13514 1.87607
N -4.16168 3.92846 1.88025
O -3.22747 3.15729 1.78670
C -5.50730 3.36507 1.98564
C -6.59784 4.21934 2.05644
C -7.87264 3.67996 2.13334
C -8.04583 2.30107 2.14254
C -6.94450 1.45636 2.08065
C -5.66598 1.98720 2.00129
H -6.46682 5.29190 2.05106
H -8.73236 4.33463 2.18380
H -9.04314 1.88332 2.19751
H -7.08257 0.38363 2.09081
H -4.81212 1.32649 1.95028
O 11.53917 -0.99805 -0.79726
N 11.28982 -1.32421 0.34516
O 12.09657 -1.81311 1.10928
C 9.92473 -1.11773 0.83252
C 8.96851 -0.59447 -0.02621
C 7.67028 -0.42133 0.43274
C 7.34273 -0.76642 1.73810
C 8.31038 -1.28084 2.59224
C 9.61081 -1.45946 2.13989
H 9.22048 -0.32551 -1.04206
H 6.91396 -0.02229 -0.22472
H 6.32734 -0.63515 2.09033
H 8.04958 -1.54407 3.60568
H 10.36120 -1.86265 2.80505
O 6.46074 -1.82032 4.70811
N 5.55912 -2.29299 5.37502
O 4.75048 -1.63884 5.99431
C 5.44943 -3.75080 5.43108
C 6.38156 -4.52686 4.75807
C 6.28678 -5.90831 4.83082
C 5.26646 -6.49810 5.56685
C 4.33369 -5.70876 6.22863
C 4.42230 -4.32650 6.16346
H 7.17642 -4.07160 4.18375
H 7.01035 -6.52555 4.31545
H 5.19839 -7.57711 5.62565
H 3.53896 -6.17130 6.79829
H 3.69694 -3.71552 6.68149
O -2.26771 6.87317 -4.18803
N -2.61766 6.58632 -3.06321
O -1.90073 6.06767 -2.23160
C -4.00237 6.87687 -2.68436
C -4.86194 7.43071 -3.62122
C -6.17846 7.68039 -3.26317
C -6.62032 7.38008 -1.98021
C -5.74551 6.83432 -1.04871
C -4.42863 6.57986 -1.39946
H -4.52173 7.66476 -4.61982
H -6.86137 8.10665 -3.98578
H -7.65027 7.57177 -1.70586
H -6.08977 6.60458 -0.04940
H -3.75207 6.15431 -0.67077
O -5.27483 -9.61837 -3.41839
N -6.14359 -8.81255 -3.15607
O -7.31167 -9.09472 -2.98566
C -5.75711 -7.40552 -3.04027
C -4.43686 -7.04308 -3.26346
C -4.07968 -5.70579 -3.17367
C -5.03540 -4.74725 -2.86020
C -6.35303 -5.12632 -2.62996
C -6.72049 -6.46099 -2.71994
H -3.68987 -7.78492 -3.50733
H -3.05440 -5.40860 -3.35036
H -4.75001 -3.70440 -2.79613
H -7.09551 -4.37910 -2.38292
H -7.74650 -6.75063 -2.54285
```

* LUMO level: -1.1 eV
* SMILES: COCCCCCCCCCN(O)S(=O)(=O)F.O=[N+]([O-])c1ccccc1.O=[N+]([O-])c1ccccc1.O=[N+]([O-])c1ccccc1.O=[N+]([O-])c1ccccc1.O=[N+]([O-])c1ccccc1
* HOMO-LUMO gap: 8.5 eV

---

(2)
A molecular structure, C40H47GeNO2P2PdS2Se, computed with ωB97M-V/def2-TZVPD.

XYZ file:
```
97
Properties=species:S:1:pos:R:3
Pd -0.48173 0.40572 0.28296
C -3.86494 -5.17913 6.25769
S -4.21274 -5.12674 4.48802
C -2.77520 -4.19478 3.91042
C -2.76082 -2.74331 4.35936
C -1.57853 -1.93079 3.82840
N -1.32344 -2.02748 2.38168
P -2.21770 -1.03827 1.24778
C -3.85765 -0.86812 2.01391
C -4.06263 0.21249 2.87015
C -5.26288 0.35238 3.55054
C -6.27349 -0.58155 3.36376
C -6.08652 -1.64550 2.49211
C -4.88370 -1.78999 1.81800
C -2.51951 -2.17489 -0.15028
C -2.90347 -1.60097 -1.36148
C -3.14189 -2.39493 -2.47224
C -2.98077 -3.77128 -2.38714
C -2.58631 -4.34944 -1.18939
C -2.35793 -3.55369 -0.07583
P 0.28953 -1.88034 1.77608
C 1.14363 -3.21546 2.68118
C 2.33547 -3.00219 3.36790
C 2.99505 -4.06424 3.97327
C 2.47395 -5.34645 3.89650
C 1.29216 -5.56967 3.20049
C 0.63831 -4.51274 2.58944
C 1.06851 -0.37119 2.46996
C 0.93453 0.16367 3.75837
C 1.70132 1.24762 4.14637
C 2.64029 1.79673 3.27945
C 2.80601 1.26952 2.01131
C 2.00596 0.20304 1.60565
H -4.61308 -5.82785 6.70899
H -3.93579 -4.19361 6.71405
H -2.87771 -5.60362 6.43902
H -2.83666 -4.24825 2.82499
H -1.86514 -4.71668 4.21744
H -2.69049 -2.69812 5.45017
H -3.70970 -2.27787 4.09108
H -0.66870 -2.27665 4.32549
H -1.73269 -0.88662 4.12556
H -3.27200 0.94101 3.00305
H -5.41297 1.18920 4.22033
H -7.21112 -0.47581 3.89388
H -6.87617 -2.37038 2.34430
H -4.74165 -2.62424 1.14291
H -2.99454 -0.52340 -1.43641
H -3.43467 -1.93777 -3.40838
H -3.15224 -4.39190 -3.25717
H -2.45083 -5.42163 -1.12394
H -2.03566 -3.99410 0.85518
H 2.75234 -2.00530 3.43784
H 3.91945 -3.88372 4.50661
H 2.98830 -6.17175 4.37136
H 0.88323 -6.56946 3.12696
H -0.27197 -4.69603 2.03515
H 0.24191 -0.26614 4.46487
H 1.57976 1.65787 5.14134
H 3.24676 2.63363 3.60240
H 3.52429 1.69187 1.31877
H 2.16696 -0.23776 0.62727
O 3.69609 2.61655 -0.90536
C 2.74677 1.95213 -1.31802
O 1.54953 2.39059 -1.46819
C 2.93481 0.48745 -1.64122
C 4.18658 -0.10947 -1.56313
C 4.32449 -1.47032 -1.77709
C 3.20234 -2.24298 -2.06651
C 1.94933 -1.66057 -2.15216
C 1.81607 -0.28929 -1.93968
S 0.24921 0.49661 -1.99436
H 5.03352 0.52012 -1.32154
H 5.30020 -1.93430 -1.71468
H 3.30582 -3.30872 -2.22762
H 1.07312 -2.25944 -2.36870
C -0.93555 6.57498 0.57314
Ge 0.77406 5.62980 0.42364
C 2.06448 6.39663 1.67951
C 1.44517 5.64707 -1.39591
C 0.48843 3.75418 0.97801
Se -0.92463 2.88975 -0.04252
C -2.39554 3.28383 1.16360
H -0.83266 7.60741 0.23800
H -1.28395 6.58542 1.60694
H -1.69007 6.09251 -0.05023
H 2.26625 7.43976 1.43315
H 3.00554 5.84794 1.62968
H 1.68750 6.35149 2.70182
H 1.40323 6.65324 -1.81426
H 0.86278 4.96819 -2.01930
H 2.47455 5.28898 -1.41827
H 0.23969 3.64872 2.03520
H 1.38849 3.17610 0.77206
H -2.57988 4.35518 1.18690
H -2.14795 2.92359 2.16008
H -3.27407 2.76125 0.79107
```

* LUMO level (alpha / beta): 0.2 / -1.0 eV
* multiplicity: 3
* energy relative to the best compared isomer or geometry (same formula, charge and spin): 4.7 kcal per mole
* HOMO-LUMO gap (alpha / beta): 7.3 / 6.5 eV

---

(3)
A molecular structure, C40H48BrClNOS2Ti in a non-equilibrium geometry, computed with ωB97M-V/def2-TZVPD.

XYZ file:
```
95
Properties=species:S:1:pos:R:3
Ti 1.99175 0.66625 -0.45013
C -4.54941 -0.45922 -3.59130
C -4.45418 -0.98090 -2.14419
C -5.13452 -2.37914 -2.12313
C -5.25862 -0.03411 -1.24103
C -2.98075 -1.01074 -1.74211
C -2.30192 0.18363 -1.70034
C -0.99960 0.21977 -1.21670
Br -0.21096 1.99995 -1.48686
C -0.31001 -0.92322 -0.79242
O 0.99069 -0.85785 -0.45205
C -1.03181 -2.16046 -0.77929
C -2.28906 -2.18730 -1.38389
C -0.33578 -3.51175 -0.45714
C 0.16532 -4.01073 -1.79615
C -1.41300 -4.37366 0.20328
C 0.89826 -3.42255 0.40071
H -5.57759 -0.47707 -3.97044
H -4.03374 -1.06713 -4.36110
H -4.29432 0.61250 -3.73553
H -6.16546 -2.29109 -2.46935
H -5.16883 -2.83924 -1.13329
H -4.62869 -3.08366 -2.80809
H -6.31204 -0.25397 -1.40806
H -5.09132 1.02785 -1.40444
H -5.03255 -0.27191 -0.17436
H -2.76018 1.14440 -1.93876
H -2.69350 -3.19684 -1.60412
H -0.71095 -4.16078 -2.46114
H 0.65097 -5.01893 -1.77442
H 0.86885 -3.33233 -2.27621
H -2.16572 -4.68041 -0.54661
H -1.90882 -3.78504 0.96724
H -1.00381 -5.29063 0.66089
H 1.66605 -2.87117 -0.08044
H 1.24611 -4.47609 0.66743
H 0.75160 -2.87828 1.35875
C -1.48061 -2.19618 4.91846
C -1.96804 -0.88549 4.26036
C -2.99972 -0.25543 5.25563
C -2.73312 -1.16388 2.97301
C -0.75564 0.01210 4.04530
C -0.10305 0.58849 5.16745
C 1.00206 1.43642 5.05059
C 1.51230 1.75864 3.79856
S 2.89420 2.76303 3.38089
C 2.52202 2.42343 1.70358
N 1.59542 1.48263 1.44430
C 0.91820 1.12232 2.66695
C -0.19696 0.27092 2.78160
C 3.15924 3.07501 0.60606
C 4.13102 4.05574 0.77868
C 4.79704 4.60641 -0.33587
C 4.31774 4.28509 -1.61581
C 3.29829 3.33943 -1.78475
C 2.79539 2.62016 -0.71812
H -2.26161 -2.95419 5.02873
H -1.11257 -1.95162 5.96834
H -0.62881 -2.63369 4.39773
H -3.79356 -1.01297 5.42400
H -3.42721 0.70045 4.81514
H -2.53090 -0.02433 6.18980
H -3.63114 -1.78118 3.14557
H -2.10499 -1.66869 2.20978
H -3.15410 -0.22354 2.54411
H -0.44323 0.29615 6.18088
H 1.53965 1.77692 5.95485
H -0.64127 -0.13569 1.86412
H 4.36309 4.42106 1.75147
H 5.61307 5.37698 -0.28241
H 4.67227 4.82219 -2.53966
H 2.92391 3.13620 -2.76492
Cl 2.47259 0.39064 -2.88454
C 3.61640 -0.93212 -2.75212
C 4.08673 -1.63140 -3.89929
C 4.71434 -2.88030 -3.72852
C 4.92769 -3.36687 -2.42676
C 4.71370 -2.54629 -1.28767
C 4.05736 -1.29003 -1.45992
C 3.78160 -0.39302 -0.31593
H 3.89912 -1.19300 -4.88864
H 4.94302 -3.45418 -4.63759
H 5.26749 -4.41504 -2.38651
H 4.84487 -2.97853 -0.27210
H 4.33914 0.57376 -0.32162
H 3.69038 -0.81492 0.69818
C 0.19353 6.94652 -0.26578
S 0.07432 5.38619 -1.22809
C 0.28243 5.90642 -2.94633
H 0.84369 7.65404 -0.82740
H 0.56251 6.72459 0.74109
H -0.83562 7.35459 -0.20296
H 0.03897 6.94486 -3.02729
H -0.35024 5.29339 -3.56820
H 1.33515 5.66962 -3.13158
```

* LUMO level (alpha / beta): -0.3 / -0.3 eV
* multiplicity: 2
* energy relative to the best compared isomer or geometry (same formula, charge and spin): 27.0 kcal per mole
* HOMO-LUMO gap (alpha / beta): 6.3 / 7.1 eV

---

(4)
A molecular structure, C40H48IrNO2P4 in a non-equilibrium geometry, computed with ωB97M-V/def2-TZVPD.

XYZ file:
```
96
Properties=species:S:1:pos:R:3
Ir -1.71196 -0.39198 -0.15611
N 1.82568 -0.93967 -0.98324
P 2.28652 0.64596 -0.95155
C 3.84213 0.75969 -0.13947
C 4.60902 1.90559 -0.40344
C 5.83492 2.06681 0.21665
C 6.29226 1.10290 1.10504
C 5.52309 -0.02250 1.39076
C 4.29251 -0.18924 0.78957
C 2.36086 1.30986 -2.59226
C 3.43239 0.98456 -3.43189
C 3.44350 1.47835 -4.72272
C 2.40439 2.28713 -5.17202
C 1.34384 2.60729 -4.33893
C 1.32107 2.12007 -3.04132
P 0.18959 -1.50433 -1.28820
C 0.34454 -3.23238 -0.85260
C -0.09266 -3.62105 0.41748
C 0.00687 -4.94389 0.81471
C 0.53394 -5.88398 -0.06146
C 0.96443 -5.50639 -1.32735
C 0.87038 -4.18349 -1.72755
C 0.06470 -1.35766 -3.07289
C 1.18558 -1.41425 -3.90187
C 1.03168 -1.33855 -5.27693
C -0.23573 -1.21907 -5.82946
C -1.35620 -1.17596 -5.01119
C -1.20278 -1.23630 -3.63598
H 2.29924 -1.52672 -0.29772
H 4.26201 2.65334 -1.10195
H 6.43621 2.93618 -0.00125
H 7.25131 1.23083 1.58477
H 5.88999 -0.76640 2.08149
H 3.70337 -1.05501 1.06055
H 4.24026 0.35480 -3.08629
H 4.26652 1.24026 -5.38009
H 2.42944 2.67601 -6.17938
H 0.54744 3.24242 -4.69545
H 0.50187 2.37075 -2.38067
H -0.50120 -2.88000 1.10213
H -0.32511 -5.24519 1.79753
H 0.60489 -6.91822 0.24218
H 1.36725 -6.24556 -2.00314
H 1.19150 -3.90288 -2.72083
H 2.17443 -1.51669 -3.47567
H 1.89873 -1.38078 -5.91729
H -0.35118 -1.16290 -6.90118
H -2.34084 -1.10112 -5.44722
H -2.07819 -1.20090 -2.99274
C -3.52102 1.33623 -2.48164
P -3.05837 1.26127 -0.74762
C -2.41345 2.87209 -0.29090
C -4.61856 1.08386 0.14662
C -5.06318 -0.34985 -0.09029
P -3.62236 -1.44168 0.17797
C -3.89305 -2.84320 -0.91177
C -3.79422 -2.05860 1.85487
H -4.01899 0.42071 -2.79487
H -2.64915 1.48850 -3.11676
H -4.20621 2.17998 -2.59840
H -3.20149 3.61106 -0.44966
H -1.55362 3.14314 -0.90160
H -2.11545 2.86384 0.75482
H -5.37706 1.80538 -0.17184
H -4.39520 1.28168 1.19994
H -5.40562 -0.51341 -1.11560
H -5.89762 -0.63326 0.55767
H -4.92539 -3.17489 -0.77366
H -3.21712 -3.66181 -0.66698
H -3.73580 -2.56225 -1.95180
H -4.70841 -2.65503 1.89332
H -3.86799 -1.22667 2.55713
H -2.95137 -2.68742 2.13848
C 0.32109 2.39603 7.70325
C 0.22784 2.09106 6.24653
C 1.30971 2.03470 5.38768
C 1.15235 1.73135 4.02040
C 2.35722 1.95321 3.16950
C -0.15847 1.33606 3.50658
C -1.25809 1.51284 4.31341
C -2.69838 1.35787 3.89848
C -1.04635 1.86843 5.66430
C -0.27797 0.72570 2.11271
O 0.73501 0.45763 1.47636
O -1.48619 0.48828 1.72205
H 1.31529 2.73603 7.98093
H 0.09349 1.49540 8.27765
H -0.41168 3.14709 7.99492
H 2.30208 2.27980 5.74124
H 3.16446 2.38084 3.75774
H 2.11454 2.61749 2.33804
H 2.68248 1.02328 2.70057
H -2.90405 0.34345 3.54059
H -2.93490 2.04275 3.08374
H -3.34958 1.58342 4.73447
H -1.91164 1.94788 6.30791
```

* total charge: +3
* LUMO level (alpha / beta): -10.7 / -10.7 eV
* multiplicity: 2
* energy relative to the best compared isomer or geometry (same formula, charge and spin): 0.0 kcal per mole
* HOMO-LUMO gap (alpha / beta): 4.0 / 4.0 eV

---

(5)
A molecular structure, C40H51FeN3O4S, computed with ωB97M-V/def2-TZVPD.

XYZ file:
```
100
Properties=species:S:1:pos:R:3
Fe -0.21903 -1.03770 -1.96527
C 2.50265 -0.41661 4.59973
C 2.80361 -1.69387 3.80436
C 1.89358 -2.82710 4.30110
C 4.25275 -2.10036 4.07358
C 2.53539 -1.45226 2.31693
C 1.26553 -1.11093 1.90581
C 0.99593 -0.96054 0.53707
N -0.19620 -0.66393 -0.05357
C -1.44146 -0.43816 0.47444
C -1.78159 -0.07579 1.78662
C -3.10773 0.01176 2.14796
C -4.08171 -0.26309 1.17074
C -3.79447 -0.55320 -0.15792
C -2.43900 -0.59047 -0.50790
O -2.01073 -0.76528 -1.75859
C -4.88095 -0.81836 -1.20023
C -4.69315 -2.22501 -1.78625
C -6.28144 -0.74327 -0.58844
C -4.80049 0.23215 -2.31825
C -3.46802 0.39973 3.58457
C -4.97731 0.41181 3.82211
C -2.83833 -0.60445 4.56024
C -2.92219 1.80374 3.87982
C 2.00023 -1.21012 -0.43630
O 1.59154 -1.15784 -1.70226
C 3.31162 -1.48471 -0.03796
C 3.52641 -1.59397 1.33497
C 4.50987 -1.70132 -0.97458
C 5.62244 -0.71222 -0.58962
C 4.21253 -1.48729 -2.46208
C 5.02384 -3.13713 -0.79649
H 2.68761 -0.58233 5.66397
H 1.46140 -0.10829 4.48513
H 3.13841 0.40639 4.26638
H 2.09536 -3.03965 5.35371
H 2.06464 -3.73855 3.72471
H 0.83739 -2.56738 4.20551
H 4.38612 -2.27050 5.14353
H 4.95589 -1.32039 3.77252
H 4.51515 -3.02433 3.55394
H 0.47262 -1.00268 2.62673
H -1.00529 0.15227 2.49922
H -5.11941 -0.23893 1.46640
H -4.77685 -2.97839 -0.99954
H -3.71896 -2.33304 -2.26117
H -5.46812 -2.42181 -2.53182
H -6.43001 -1.50838 0.17750
H -7.02085 -0.91204 -1.37347
H -6.48295 0.23515 -0.14603
H -3.86189 0.15605 -2.86447
H -4.88083 1.24042 -1.90326
H -5.62361 0.08660 -3.02245
H -5.41764 -0.57605 3.67133
H -5.48490 1.12160 3.16574
H -5.17723 0.71145 4.85262
H -3.19942 -1.61542 4.36007
H -3.09402 -0.34393 5.59031
H -1.74918 -0.61613 4.47808
H -3.34348 2.53484 3.18638
H -1.83528 1.83892 3.78481
H -3.18234 2.10531 4.89754
H 4.53221 -1.82438 1.65875
H 5.27818 0.31701 -0.71544
H 6.49139 -0.86308 -1.23419
H 5.94750 -0.83252 0.44498
H 3.83505 -0.48466 -2.66192
H 3.48244 -2.19854 -2.84271
H 5.14526 -1.61821 -3.01718
H 5.34384 -3.33119 0.22898
H 5.87683 -3.31267 -1.45659
H 4.24216 -3.85639 -1.04945
S -0.41949 5.71095 -2.25636
C -0.26968 3.93307 -2.32318
C 0.64351 3.26032 -1.52213
C 0.74389 1.88598 -1.63840
N -0.00748 1.17558 -2.48366
C -0.89900 1.82269 -3.23180
C -1.06567 3.19670 -3.18641
C 1.09864 6.12807 -3.09167
C 1.15766 6.15148 -4.47756
C 2.35708 6.50085 -5.07982
N 3.45909 6.82117 -4.40166
C 3.38508 6.79680 -3.07264
C 2.23500 6.46071 -2.37125
H 1.26117 3.79667 -0.81469
H 1.45242 1.32855 -1.03946
H -1.49555 1.21322 -3.89999
H -1.80208 3.68265 -3.81136
H 0.28921 5.90301 -5.07261
H 2.43561 6.53008 -6.16077
H 4.29041 7.06190 -2.53802
H 2.22521 6.46464 -1.28964
C -0.46115 -4.63382 -3.49056
C -0.39954 -3.28916 -2.82538
O -0.44645 -3.18557 -1.58465
O -0.31420 -2.23929 -3.55708
H 0.11085 -5.35218 -2.90756
H -0.09388 -4.58300 -4.51206
H -1.50201 -4.96237 -3.50317
```

* LUMO level (alpha / beta): -0.5 / -1.6 eV
* multiplicity: 5
* HOMO-LUMO gap (alpha / beta): 6.7 / 6.2 eV